61
Properties=species:S:1:pos:R:3:mulliken_spin:R:1 method="wB97M-V/def2-TZVPD" gap_ev="3.18 / 3.36" homo_energy_ev="-5.73 / -5.29" relative_energy_ev=13.680 multiplicity=6 s_squared=9.075 charge=-1 lumo_energy_ev="-2.547 / -1.931"
Mn -0.397 -0.382 2.242 5.239
B 2.839 -0.753 4.353 -0.189
H 2.316 -0.145 5.075 -0.024
H 3.873 -0.991 4.548 -0.074
H 2.301 -1.677 4.204 -0.006
H 2.792 -0.244 3.403 -0.063
B -2.846 -3.565 3.082 -0.014
H -2.594 -3.308 4.099 0.002
H -3.509 -4.411 2.994 -0.015
H -3.292 -2.709 2.599 0.005
H -1.978 -3.652 2.446 -0.011
B -2.988 1.885 5.053 0.068
H -2.379 2.352 4.294 0.018
H -3.221 2.580 5.844 0.058
H -3.946 1.476 4.771 0.012
H -2.409 1.080 5.478 -0.011
C -7.903 2.187 -1.006 0.000
C -7.601 3.665 -1.513 0.000
C -6.137 3.901 -1.670 0.000
S -5.559 2.203 -2.096 0.000
O -4.668 1.722 -1.059 0.001
O -5.140 2.088 -3.484 0.000
C -7.161 1.334 -1.920 0.000
H -8.947 2.064 -1.292 0.000
H -7.749 2.111 0.070 0.000
H -7.803 4.267 -0.628 0.000
H -8.279 3.959 -2.314 0.000
H -5.587 4.049 -0.741 0.000
H -5.776 4.593 -2.431 0.000
H -6.965 0.290 -1.675 0.000
H -7.622 1.372 -2.907 0.000
C 1.318 -7.381 -1.125 0.000
C 0.603 -6.637 -2.262 0.000
C 1.554 -5.664 -2.922 0.000
S 2.510 -4.987 -1.577 0.000
O 1.621 -3.949 -1.060 0.003
O 3.846 -4.652 -2.073 0.000
C 2.431 -6.544 -0.516 0.000
H 1.697 -8.306 -1.561 0.000
H 0.589 -7.672 -0.369 0.000
H -0.085 -5.948 -1.772 0.000
H -0.027 -7.288 -2.869 0.000
H 1.029 -4.923 -3.525 0.000
H 2.204 -6.237 -3.583 0.000
H 2.298 -6.348 0.548 0.000
H 3.314 -7.177 -0.604 0.000
C 6.769 4.247 -2.105 0.000
C 7.562 4.217 -0.757 0.000
C 6.411 3.971 0.237 0.000
S 4.878 4.730 -0.283 0.000
O 4.558 5.934 0.474 0.000
O 3.869 3.693 -0.411 0.000
C 5.488 5.111 -1.973 0.000
H 6.520 3.215 -2.354 0.000
H 7.337 4.611 -2.960 0.000
H 8.240 4.994 -0.405 0.000
H 8.238 3.364 -0.821 0.000
H 6.671 4.239 1.261 0.000
H 6.267 2.893 0.314 0.000
H 5.950 6.093 -2.069 0.000
H 4.674 5.060 -2.696 0.000

---

49
Properties=species:S:1:pos:R:3:mulliken_spin:R:1 method="wB97M-V/def2-TZVPD" gap_ev="4.55 / 7.19" homo_energy_ev="-8.21 / -10.85" relative_energy_ev=0.000 multiplicity=5 s_squared=6.075 charge=+1 lumo_energy_ev="-3.660 / -3.663"
C -1.514 -1.244 -1.405 0.030
C -0.890 -0.459 -0.235 0.101
C 0.325 0.215 -0.720 0.725
Fe 2.860 0.096 -3.464 2.752
C 2.643 1.719 -2.540 0.023
O 2.320 2.809 -2.239 0.027
C 1.133 0.119 -4.068 0.027
O 0.069 0.451 -4.425 -0.012
C 4.275 -0.542 -2.226 0.049
C 4.764 -0.478 -3.577 0.073
C 3.926 -1.310 -4.400 0.050
C 2.915 -1.895 -3.553 0.051
C 3.143 -1.437 -2.202 0.014
H -2.478 -1.700 -1.118 0.005
H -1.653 -0.572 -2.263 0.004
H -0.834 -2.054 -1.725 -0.017
H -0.663 -1.211 0.545 0.016
H 0.176 1.052 -1.411 0.017
H 1.281 0.207 -0.203 0.023
H 4.738 -0.078 -1.357 -0.004
H 5.674 0.020 -3.937 0.005
H 4.093 -1.519 -5.455 0.004
H 2.186 -2.644 -3.856 -0.005
H 2.613 -1.789 -1.305 -0.037
C -4.133 0.963 0.553 0.002
C -3.002 1.021 -0.482 0.009
C -1.672 0.713 0.263 0.031
C -2.020 0.537 1.714 0.007
N -1.143 0.210 2.636 -0.003
C -1.573 0.087 4.027 0.001
C -0.303 -0.075 4.855 0.000
C 0.889 0.080 3.923 0.004
C 0.343 0.253 2.499 0.033
C -3.501 0.610 1.928 0.003
H -4.671 1.914 0.592 0.000
H -4.826 0.162 0.265 0.000
H -3.266 0.295 -1.257 -0.001
H -2.891 2.003 -0.966 0.000
H -1.100 1.662 0.194 0.014
H -2.103 1.012 4.304 0.000
H -2.289 -0.739 4.157 0.000
H -0.282 0.697 5.622 0.000
H -0.308 -1.049 5.343 0.000
H 1.477 0.966 4.169 0.000
H 1.547 -0.790 3.961 0.000
H 0.742 -0.529 1.834 -0.005
H 0.649 1.222 2.073 -0.015
H -3.757 1.390 2.668 0.000
H -3.910 -0.370 2.264 0.000

---

82
Properties=species:S:1:pos:R:3:mulliken_charge:R:1 method="wB97M-V/def2-TZVPD" gap_ev=8.38 homo_energy_ev=-7.88 relative_energy_ev=2.188 smiles=c1cc[nH]c1.c1cc[nH]c1.c1cc[nH]c1.c1cc[nH]c1.c1cc[nH]c1.c1cc[nH]c1.c1ccncc1.c1ccncc1 charge=0 lumo_energy_ev=0.508
C 18.539 11.642 8.164 -0.082
C 19.770 12.364 8.393 -0.745
C 20.757 11.344 8.479 -0.498
N 20.197 10.190 8.200 0.073
C 18.794 10.311 8.112 -0.637
H 17.552 12.058 8.085 0.424
H 20.027 13.399 8.526 0.376
H 21.824 11.529 8.648 0.406
H 20.728 9.342 8.179 0.188
H 18.214 9.417 8.072 0.482
C 11.380 15.683 6.636 -0.521
C 10.017 15.931 6.880 -0.658
C 9.506 14.851 7.629 -0.232
N 10.533 14.048 7.851 0.147
C 11.717 14.549 7.318 -0.646
H 12.093 16.240 6.076 0.429
H 9.395 16.770 6.541 0.370
H 8.511 14.476 7.888 0.349
H 10.378 13.172 8.307 0.256
H 12.648 14.000 7.318 0.535
C 10.649 10.025 9.068 -0.430
C 10.715 11.158 9.952 0.026
C 9.466 11.644 10.131 -0.626
N 8.622 10.877 9.433 0.028
C 9.328 9.887 8.758 -0.693
H 11.470 9.491 8.561 0.210
H 11.638 11.559 10.341 0.528
H 9.061 12.585 10.557 0.416
H 7.621 11.030 9.475 0.196
H 8.889 9.170 8.054 0.343
C 15.511 16.197 11.646 -0.581
C 14.457 16.692 12.465 -0.314
C 13.296 16.786 11.728 -0.775
N 13.620 16.350 10.489 0.028
C 14.946 15.870 10.442 -0.290
H 16.559 16.070 11.828 0.468
H 14.673 17.094 13.461 0.388
H 12.360 17.270 11.998 0.400
H 13.060 16.330 9.620 0.196
H 15.296 15.393 9.530 0.492
C 12.945 13.384 12.419 0.514
C 13.820 13.030 13.471 -0.649
C 13.180 12.163 14.333 -0.756
N 11.957 11.922 13.789 0.048
C 11.761 12.746 12.730 -0.888
H 13.205 13.971 11.502 0.318
H 14.851 13.335 13.483 0.514
H 13.565 11.704 15.231 0.407
H 11.193 11.514 14.355 0.246
H 10.891 12.523 12.098 0.223
C 14.821 11.948 9.592 0.902
C 14.835 10.928 10.611 -0.044
C 15.144 9.728 10.042 -1.433
N 15.131 9.905 8.670 0.512
C 15.008 11.243 8.401 -1.658
H 14.593 12.969 9.871 0.043
H 14.716 11.064 11.658 0.495
H 15.250 8.724 10.411 0.566
H 15.308 9.152 8.028 0.217
H 15.176 11.676 7.417 0.454
C 11.644 7.447 6.549 -0.329
C 12.428 8.277 5.661 -0.351
C 13.777 8.456 5.865 -0.333
N 14.467 7.769 6.787 -0.629
C 13.783 6.977 7.573 -0.133
C 12.381 6.773 7.479 -0.270
H 10.561 7.355 6.552 0.452
H 11.937 8.913 4.920 0.344
H 14.367 9.042 5.226 0.492
H 14.289 6.433 8.366 0.360
H 11.957 6.070 8.192 0.349
C 20.753 11.003 11.897 -0.361
C 21.468 10.141 12.682 -0.397
C 20.835 8.937 13.025 -0.197
N 19.586 8.617 12.736 -0.554
C 18.916 9.410 11.997 -0.127
C 19.456 10.670 11.561 -0.235
H 21.202 11.950 11.600 0.450
H 22.570 10.216 12.871 0.314
H 21.402 8.225 13.669 0.298
H 17.912 9.068 11.658 0.413
H 18.781 11.316 10.967 0.384

---

30
Properties=species:S:1:pos:R:3:nbo_charge:R:1 method="wB97M-V/def2-TZVPD" gap_ev=5.82 homo_energy_ev=-7.77 relative_energy_ev=2.680 charge=0 lumo_energy_ev=-1.951
C 0.532 -2.148 3.821 -0.265
O 0.946 -2.052 2.435 -0.436
C 1.486 -0.953 1.996 0.442
C 2.200 -0.974 0.748 -0.129
C 3.017 0.129 0.417 -0.133
C 3.678 0.160 -0.803 -0.228
C 3.544 -0.910 -1.699 -0.134
C 2.765 -2.027 -1.357 -0.224
C 2.103 -2.076 -0.138 -0.138
H -0.077 -3.054 3.870 0.224
H 1.428 -2.244 4.446 0.201
H -0.051 -1.270 4.139 0.216
H 1.591 -0.103 2.690 0.246
H 3.097 0.927 1.154 0.241
H 4.326 1.003 -1.047 0.231
H 4.071 -0.886 -2.655 0.228
H 2.701 -2.876 -2.038 0.229
H 1.514 -2.939 0.177 0.235
C -1.010 0.115 1.452 -0.579
C -0.233 1.291 1.338 0.625
O 0.549 1.752 2.191 -0.734
N -0.335 1.970 0.115 -0.662
C -1.127 1.630 -0.978 0.794
O -1.139 2.252 -2.025 -0.632
N -1.906 0.508 -0.730 -0.655
C -1.940 -0.265 0.446 0.627
O -2.749 -1.200 0.512 -0.648
H -1.082 -0.380 2.405 0.213
H 0.204 2.819 0.005 0.420
H -2.567 0.280 -1.460 0.423

---

10
Properties=species:S:1:pos:R:3:nbo_charge:R:1 method="wB97M-V/def2-TZVPD" gap_ev="8.64 / 8.64" homo_energy_ev="-9.02 / -9.02" relative_energy_ev=3.027 smiles="C1=CCN=CN=1" charge=0 lumo_energy_ev="-0.383 / -0.383"
C 0.189 1.270 0.542 0.421
C 1.008 0.780 -0.371 -0.420
C 0.173 -0.360 -0.942 -0.267
N -0.473 -1.142 0.146 -0.391
C -0.879 -0.500 1.155 0.241
N -0.847 0.962 1.148 -0.483
H 2.055 0.962 -0.553 0.247
H 0.769 -1.044 -1.553 0.233
H -0.623 0.049 -1.569 0.218
H -1.372 -0.976 1.998 0.200

---

27
Properties=species:S:1:pos:R:3:mulliken_spin:R:1 method="wB97M-V/def2-TZVPD" gap_ev="10.06 / 6.51" homo_energy_ev="-14.01 / -14.03" relative_energy_ev=0.777 multiplicity=2 s_squared=0.766 charge=+1 lumo_energy_ev="-3.946 / -7.527"
C -2.339 1.226 1.792 0.000
C -2.508 2.128 0.559 0.000
C -2.217 -0.282 1.505 -0.002
H -1.594 1.640 2.442 0.000
H -3.261 1.318 2.365 0.000
H -3.214 2.901 0.838 0.000
H -2.999 1.617 -0.260 0.000
H -1.810 -0.533 0.528 0.004
H -1.575 -0.706 2.282 0.000
H -1.563 2.429 0.122 0.000
H -3.208 -0.727 1.517 0.000
C 2.132 1.364 -2.036 0.015
C 1.650 0.118 0.076 0.050
C 1.829 0.106 -1.325 0.244
C 1.350 -1.013 0.761 0.101
C 1.662 -1.080 -2.089 0.037
C 1.254 -2.186 -0.040 0.275
C 1.413 -2.254 -1.460 0.078
O 1.257 -3.389 0.541 0.133
H 1.764 1.065 0.582 0.002
H 1.090 -1.030 1.807 -0.001
H 2.435 2.188 -1.407 -0.001
H 1.403 1.685 -2.781 0.031
H 1.880 -1.112 -3.149 -0.001
H 1.432 -3.252 -1.864 0.001
H 0.692 -3.425 1.332 -0.001
H 3.044 1.201 -2.636 0.034

---

61
Properties=species:S:1:pos:R:3:nbo_charge:R:1 method="wB97M-V/def2-TZVPD" gap_ev=5.43 homo_energy_ev=-16.53 charge=+3 lumo_energy_ev=-11.105
Ta -0.184 0.171 -0.282 1.894
C -1.963 -3.539 4.453 -0.621
C -0.593 -3.775 3.836 -0.223
N -0.528 -3.470 2.389 -0.516
C -0.620 -2.267 1.867 0.369
S -0.401 -2.179 0.079 0.003
N -0.842 -1.200 2.562 -0.386
N -0.806 -0.024 1.894 -0.381
C -1.203 1.028 2.551 0.356
C -1.735 0.966 3.932 -0.702
C -1.051 2.293 1.825 0.166
C -1.356 3.528 2.351 -0.182
C -1.143 4.670 1.581 -0.051
C -0.627 4.546 0.299 -0.218
C -0.345 3.283 -0.173 0.106
N -0.551 2.180 0.571 -0.598
H -1.949 -3.902 5.480 0.255
H -2.736 -4.086 3.914 0.228
H -2.217 -2.481 4.467 0.207
H -0.320 -4.823 3.932 0.239
H 0.168 -3.176 4.337 0.221
H -0.363 -4.243 1.763 0.433
H -2.121 -0.026 4.140 0.285
H -2.522 1.703 4.086 0.260
H -0.938 1.170 4.655 0.287
H -1.759 3.608 3.351 0.271
H -1.380 5.647 1.983 0.274
H -0.444 5.410 -0.324 0.277
H 0.070 3.137 -1.165 0.230
N 0.052 -0.065 -2.312 -0.766
C 0.049 -0.081 -3.502 0.832
N 0.054 -0.141 -4.752 -0.370
C 0.179 1.090 -5.606 -0.197
C 1.424 0.969 -6.474 -0.418
C 1.407 -0.332 -7.279 -0.410
C 1.277 -1.547 -6.358 -0.420
C 0.023 -1.445 -5.503 -0.197
H 0.201 1.970 -4.966 0.224
H -0.717 1.131 -6.226 0.244
H 2.319 1.016 -5.847 0.212
H 1.442 1.833 -7.140 0.263
H 2.320 -0.411 -7.866 0.258
H 0.573 -0.316 -7.987 0.223
H 2.157 -1.635 -5.715 0.216
H 1.203 -2.466 -6.939 0.267
H -0.074 -2.266 -4.796 0.235
H -0.868 -1.417 -6.132 0.243
Cl 3.926 5.599 -1.589 0.130
C 3.417 4.061 -1.067 -0.006
C 3.481 2.974 -1.938 -0.219
C 3.057 1.732 -1.513 -0.172
C 2.567 1.539 -0.208 -0.149
C 2.136 0.219 0.231 -0.586
C 2.532 2.645 0.658 -0.181
C 2.955 3.887 0.240 -0.218
H 3.893 3.111 -2.929 0.256
H 3.144 0.876 -2.174 0.225
H 2.125 0.028 1.303 0.256
H 2.504 -0.627 -0.343 0.259
H 2.207 2.507 1.684 0.226
H 2.962 4.729 0.921 0.257

---

35
Properties=species:S:1:pos:R:3:nbo_charge:R:1 method="wB97M-V/def2-TZVPD" gap_ev=6.74 homo_energy_ev=-2.05 relative_energy_ev=0.000 charge=-2 lumo_energy_ev=4.693
Ag 2.823 -0.975 2.006 0.788
C -0.247 2.657 1.547 -0.973
As -0.502 0.730 1.342 1.000
C -2.460 0.742 1.738 -0.979
C -0.796 0.655 -0.619 -0.301
C -1.506 1.641 -1.297 -0.216
C -1.742 1.549 -2.662 -0.236
C -1.271 0.450 -3.365 -0.255
C -0.560 -0.540 -2.700 -0.171
C -0.312 -0.450 -1.332 -0.360
As 0.869 -1.704 -0.372 0.971
C 1.180 -3.022 -1.805 -0.983
C -0.501 -2.790 0.538 -0.964
H -1.164 3.211 1.333 0.178
H 0.569 2.955 0.891 0.276
H 0.082 2.830 2.571 0.255
H -2.998 1.497 1.159 0.192
H -2.592 0.944 2.802 0.208
H -2.873 -0.243 1.515 0.207
H -1.868 2.506 -0.752 0.201
H -2.283 2.337 -3.175 0.190
H -1.444 0.368 -4.433 0.189
H -0.181 -1.384 -3.265 0.189
H 0.251 -3.424 -2.215 0.194
H 1.756 -3.823 -1.341 0.244
H 1.779 -2.585 -2.605 0.215
H -1.322 -3.036 -0.137 0.195
H -0.872 -2.250 1.408 0.231
H 0.002 -3.695 0.881 0.237
I 3.361 -3.631 1.885 -0.849
O 3.010 3.371 2.289 -1.113
Se 2.988 1.751 2.094 2.705
O 2.265 1.310 0.668 -1.162
O 2.083 1.000 3.276 -1.169
O 4.476 1.045 2.135 -1.135

---

55
Properties=species:S:1:pos:R:3:nbo_charge:R:1 method="wB97M-V/def2-TZVPD" gap_ev="6.50 / 6.50" homo_energy_ev="-11.37 / -11.37" relative_energy_ev=1.355 charge=+1 lumo_energy_ev="-4.870 / -4.869"
Pt -0.978 0.135 -0.398 1.244
O -2.555 -1.013 0.210 -0.516
N -2.325 -1.881 1.222 -0.004
C -3.128 -2.962 1.298 0.048
C -2.956 -3.851 2.319 -0.234
C -1.936 -3.625 3.253 -0.121
C -1.145 -2.508 3.147 -0.216
C -1.359 -1.609 2.099 0.065
S -0.438 -0.175 1.868 -0.032
H -3.877 -3.033 0.524 0.254
H -3.609 -4.708 2.386 0.252
H -1.770 -4.329 4.056 0.245
H -0.349 -2.302 3.847 0.249
F -6.206 3.200 -2.276 -0.306
C -5.195 2.336 -2.397 0.982
F -4.491 2.675 -3.489 -0.311
F -5.712 1.118 -2.615 -0.308
C -4.318 2.342 -1.172 -0.208
C -4.574 3.177 -0.105 -0.073
C -3.725 3.191 1.004 -0.267
C -2.628 2.366 1.006 0.083
N -2.388 1.553 -0.032 -0.481
C -3.199 1.507 -1.101 0.095
S -2.643 0.312 -2.226 0.077
H -5.436 3.830 -0.141 0.254
H -3.903 3.852 1.838 0.250
H -1.917 2.335 1.819 0.240
C 6.341 0.531 2.576 -0.637
C 5.175 -0.043 1.821 0.028
C 5.155 -0.052 0.428 -0.203
C 4.100 -0.617 -0.268 -0.195
C 3.037 -1.162 0.441 -0.311
C 3.030 -1.161 1.830 -0.178
C 4.100 -0.604 2.507 -0.216
S 1.732 -1.943 -0.426 2.344
O 2.280 -2.591 -1.579 -0.926
O 0.919 -2.671 0.499 -0.948
N 0.791 -0.679 -0.958 -0.897
C 0.976 0.029 -2.110 0.386
C 1.847 -0.154 -3.187 -0.288
C 1.713 0.704 -4.252 -0.103
C 0.719 1.691 -4.259 -0.284
C -0.116 1.797 -3.180 0.080
N 0.039 1.006 -2.105 -0.485
H 7.137 0.843 1.903 0.224
H 6.750 -0.206 3.268 0.232
H 6.034 1.396 3.166 0.230
H 5.990 0.368 -0.119 0.222
H 4.118 -0.658 -1.348 0.231
H 2.206 -1.613 2.362 0.235
H 4.114 -0.626 3.591 0.221
H 2.541 -0.980 -3.193 0.270
H 2.362 0.589 -5.110 0.237
H 0.586 2.353 -5.101 0.246
H -0.915 2.523 -3.140 0.226

---

16
Properties=species:S:1:pos:R:3:nbo_charge:R:1 method="wB97M-V/def2-TZVPD" gap_ev=9.78 homo_energy_ev=-8.98 relative_energy_ev=0.923 smiles="O=C1CC=C[C@@H]1CS" charge=0 lumo_energy_ev=0.808
O -0.443 -2.112 -0.658 -0.501
C 0.137 -1.110 -0.400 0.615
C 1.599 -0.991 0.008 -0.568
C 1.877 0.428 -0.068 -0.174
C 0.757 1.170 -0.138 -0.181
C -0.421 0.269 -0.412 -0.382
C -1.459 0.505 0.738 -0.473
S -3.109 -0.258 0.390 -0.035
H 1.661 -1.429 1.031 0.244
H 2.258 -1.596 -0.599 0.241
H 2.896 0.821 -0.015 0.216
H 0.648 2.242 -0.032 0.218
H -0.907 0.582 -1.333 0.232
H -1.547 1.567 0.827 0.210
H -0.995 0.072 1.613 0.217
H -2.952 -0.159 -0.952 0.121

---

14
Properties=species:S:1:pos:R:3:nbo_charge:R:1 method="wB97M-V/def2-TZVPD" gap_ev=7.76 homo_energy_ev=-8.29 relative_energy_ev=7.633 charge=0 lumo_energy_ev=-0.537
C 0.868 -0.723 1.185 0.293
C 0.153 0.845 -0.291 0.153
H -0.601 -1.802 -0.913 0.370
H 0.663 -1.349 -1.856 0.356
H 2.448 -2.255 0.286 0.305
H 1.423 -1.110 2.013 0.188
H 0.647 0.362 -1.122 0.162
H -3.089 1.373 -0.392 0.356
H -1.746 1.643 0.976 0.357
N 0.508 -1.861 -0.929 -0.637
N 1.083 -1.601 0.213 -0.373
N 0.343 0.465 1.021 -0.561
N -0.821 1.450 -0.895 -0.263
N -1.953 1.890 -0.032 -0.707

---

Calculated values (eV) of total energy for the records, taken in order: -91150.807, -60085.304, -47823.950, -23808.250, -7189.662, -12668.402, -58145.704, -217942.440, -80143.306, -19233.341, -9630.405.